a.
# C5H11B

A 2-piece molecular cluster, C5H11B overall (the ωB97M-V functional and the def2-TZVPD basis, OMol25).

Calculated values
total charge: 0
HOMO energy: -7.6 eV
2S+1: 1

Each line ends with the Mulliken charge.
Element x y z (Å)
B  1.578  -0.068  -0.217  0.152
C  -0.961  -0.657  -0.255  -0.536
C  -1.860  0.016  0.401  0.139
C  2.297  -0.182  -1.551  -0.949
C  2.001  0.594  1.180  -0.873
C  -3.375  -0.158  0.403  -1.061
H  -1.046  -1.536  -0.998  0.184
H  -1.500  0.884  1.032  0.151
H  2.805  0.706  -1.788  0.386
H  1.822  -0.494  -2.496  0.308
H  3.197  -0.820  -1.547  0.358
H  2.647  1.410  1.054  0.355
H  2.534  -0.117  1.802  0.320
H  1.067  0.898  1.675  0.193
H  -3.675  0.495  -0.370  0.280
H  -3.830  0.217  1.365  0.265
H  -3.700  -1.187  0.308  0.330



b.
# C5H11B

A 2-piece molecular cluster, C5H11B overall (the ωB97M-V functional and the def2-TZVPD basis, OMol25).

Calculated values
total charge: 0
SMILES string: C/B=C\C.C=C
HOMO energy: -7.9 eV
2S+1: 1

Each line ends with the Mulliken charge.
Element x y z (Å)
B  -0.752  0.593  -0.047  0.022
C  -2.589  -1.249  0.066  -1.198
C  -1.174  -0.719  0.100  0.145
C  -0.349  2.077  -0.186  -0.885
C  2.652  -0.882  -0.388  -0.419
C  2.332  0.070  0.464  -0.692
H  -2.903  -1.578  1.060  0.289
H  -2.662  -2.103  -0.608  0.305
H  -0.444  -1.503  0.270  0.144
H  -1.232  2.692  -0.002  0.288
H  0.035  2.346  -1.171  0.323
H  0.393  2.372  0.553  0.303
H  2.234  -1.873  -0.319  0.227
H  -3.282  -0.480  -0.267  0.305
H  3.347  -0.720  -1.196  0.238
H  1.640  -0.101  1.272  0.380
H  2.755  1.059  0.399  0.226



b is preferred energetically. Next in line: 177.8 kJ/mol higher.



a.
# C2H4N3PS

The molecule C2H4N3PS (the ωB97M-V functional and the def2-TZVPD basis, OMol25).

Calculated values
total charge: 0
HOMO energy: -8.3 eV
2S+1: 1

Each line ends with the Mulliken charge.
Element x y z (Å)
C  -1.190  0.390  -0.674  0.411
C  -0.225  -1.685  0.038  -0.895
N  -0.063  0.366  1.252  -0.641
N  1.304  1.958  -0.270  -0.541
N  -0.459  -0.263  0.100  0.426
P  1.055  1.538  1.285  0.175
S  -2.194  1.435  -1.281  -0.186
H  0.382  -1.945  0.859  0.315
H  -1.043  -2.283  0.062  0.409
H  0.212  -2.010  -0.942  0.322
H  2.221  2.498  -0.426  0.206



b.
# C2H4N3PS

The molecule C2H4N3PS (the ωB97M-V functional and the def2-TZVPD basis, OMol25).

Calculated values
total charge: 0
SMILES string: Cn1np[nH]c1=S
HOMO energy: -7.7 eV
2S+1: 1

Each line ends with the Mulliken charge.
Element x y z (Å)
C  0.926  0.832  0.794  0.257
C  -0.665  -0.372  -0.539  -0.804
N  1.588  -0.139  -1.175  -0.729
N  2.220  1.232  0.819  -0.167
N  0.680  0.142  -0.361  0.618
P  3.182  0.789  -0.499  0.037
S  -0.171  1.050  2.042  -0.429
H  -1.431  0.504  -0.586  0.299
H  -0.825  -1.007  -1.445  0.278
H  -1.016  -0.884  0.425  0.297
H  2.718  1.464  1.740  0.343



b is preferred energetically. Next in line: 200.2 kJ/mol higher.



a.
# C5H11N2O2

A 2-piece molecular cluster, C5H11N2O2 overall (the ωB97M-V functional and the def2-TZVPD basis, OMol25).

Calculated values
total charge: +1
HOMO energy: -14.5 eV
2S+1: 1

Each line ends with the Mulliken charge.
Element x y z (Å)
C  4.115  -0.218  -0.085  0.507
C  -2.272  -0.426  -0.761  -0.466
C  -2.210  0.165  0.605  -0.448
C  -0.932  -0.276  -1.327  -0.464
C  -0.884  -0.211  1.046  -0.778
N  5.301  -0.285  -0.018  -0.415
N  -0.139  0.232  -0.104  0.298
O  2.989  0.055  -0.199  -0.521
O  -0.134  1.627  -0.003  -0.456
H  -2.533  -1.473  -0.672  0.314
H  -3.001  0.128  -1.453  0.281
H  -2.188  1.333  0.518  0.247
H  -2.950  -0.207  1.305  0.406
H  -0.387  -1.251  -1.337  0.309
H  -0.731  0.365  -2.113  0.423
H  -0.617  0.283  1.965  0.391
H  -0.750  -1.198  1.336  0.417
H  0.877  0.036  -0.166  0.252
H  6.069  -0.559  0.684  0.328
H  0.377  1.882  0.780  0.378



b.
# C5H11N2O2

A 2-piece molecular cluster, C5H11N2O2 overall (the ωB97M-V functional and the def2-TZVPD basis, OMol25).

Calculated values
total charge: +1
HOMO energy: -11.7 eV
2S+1: 1

Each line ends with the Mulliken charge.
Element x y z (Å)
C  1.882  -0.324  -0.959  -0.666
C  2.970  0.058  -0.227  -0.330
C  0.761  -0.374  -0.110  0.624
C  -0.631  1.214  -0.585  -1.183
C  -0.214  -1.594  -0.133  -0.499
N  1.280  -0.038  1.148  -0.081
N  -1.466  1.500  0.600  -0.154
O  2.643  0.201  1.051  -0.340
O  -1.196  -1.211  0.799  -0.549
H  1.862  -0.620  -2.044  0.339
H  3.913  0.210  -0.703  0.479
H  -1.036  0.806  -1.466  0.481
H  0.046  2.000  -0.700  0.434
H  0.314  -2.544  0.261  0.405
H  -0.501  -1.783  -1.212  0.314
H  1.103  -0.867  1.857  0.336
H  -2.156  2.172  0.469  0.315
H  -0.733  1.756  1.267  0.376
H  -1.809  0.498  0.801  0.363
H  -1.361  -1.988  1.258  0.336



a is preferred energetically. Next in line: 216.4 kJ/mol higher.



a.
# CH5ClNP

A 2-piece molecular cluster, CH5ClNP overall (the ωB97M-V functional and the def2-TZVPD basis, OMol25).

Calculated values
total charge: 0
HOMO energy: -8.7 eV
2S+1: 1

Each line ends with the Mulliken charge.
Element x y z (Å)
C  0.420  -1.070  -0.489  -0.834
N  0.215  1.477  0.560  -0.309
P  -0.358  0.607  -0.728  0.330
Cl  -2.961  -0.372  0.616  -0.608
H  0.975  -1.136  0.502  0.254
H  1.040  -1.300  -1.346  0.340
H  -0.228  -1.962  -0.627  0.326
H  0.881  1.312  1.170  0.240
H  0.013  2.444  0.343  0.260



b.
# CH5ClNP

A 2-piece molecular cluster, CH5ClNP overall (the ωB97M-V functional and the def2-TZVPD basis, OMol25).

Calculated values
total charge: 0
HOMO energy (spin up / spin down): -10.1 / -8.2 eV
2S+1: 1

Each line ends with the Mulliken charge.
Element x y z (Å)
C  -0.321  1.261  0.067  -0.890
N  1.346  -2.234  -0.076  -0.489
P  -1.140  -0.270  0.705  0.223
Cl  -2.672  -0.226  -0.598  -0.208
H  -1.141  1.895  -0.278  0.313
H  0.572  1.015  -0.528  0.268
H  0.236  1.770  0.869  0.318
H  1.788  -1.667  0.621  0.235
H  1.330  -1.545  -0.781  0.230



a is preferred energetically. Next in line: 157.7 kJ/mol higher.



a.
# C2H2O4S

A 2-piece molecular cluster, C2H2O4S overall (the ωB97M-V functional and the def2-TZVPD basis, OMol25).

Calculated values
total charge: 0
HOMO energy: -10.4 eV
2S+1: 1

Each line ends with the Mulliken charge.
Element x y z (Å)
C  -0.520  0.079  1.132  0.423
C  -1.173  -0.148  -0.182  0.025
O  0.649  0.343  1.286  -0.438
O  1.028  -0.736  -1.208  -0.442
O  -1.918  0.515  -0.888  -0.433
O  2.376  1.306  -1.181  -0.415
S  2.006  0.055  -0.572  0.781
H  -1.332  -0.157  2.045  0.258
H  -1.117  -1.258  -0.431  0.239



b.
# C2H2O4S

The molecule C2H2O4S (the ωB97M-V functional and the def2-TZVPD basis, OMol25).

Calculated values
total charge: 0
HOMO energy: -11.0 eV
2S+1: 1

Each line ends with the Mulliken charge.
Element x y z (Å)
C  -1.369  0.558  0.145  0.890
C  -0.514  0.844  -0.757  -0.860
O  -4.684  0.498  0.955  -0.514
O  -3.688  0.494  -1.205  -0.489
O  -2.184  0.205  0.906  -0.268
O  -3.556  -1.542  0.190  -0.496
S  -3.834  -0.178  0.023  1.174
H  0.064  1.702  -0.952  0.312
H  -0.088  0.026  -1.345  0.252



a is preferred energetically. Next in line: 51.6 kJ/mol higher.



a.
# C2H3F3O

The molecule C2H3F3O (the ωB97M-V functional and the def2-TZVPD basis, OMol25).

Calculated values
total charge: 0
SMILES string: OCC(F)(F)F
HOMO energy: -10.3 eV
2S+1: 1

Each line ends with the Mulliken charge.
Element x y z (Å)
C  0.275  -0.339  0.783  -0.572
C  -0.780  0.178  -0.645  0.781
O  1.600  -0.335  0.371  -0.466
F  0.085  0.581  -1.641  -0.265
F  -1.626  1.171  -0.359  -0.236
F  -1.374  -0.924  -1.097  -0.247
H  0.009  0.404  1.550  0.292
H  -0.139  -1.287  0.666  0.394
H  1.951  0.550  0.371  0.319



b.
# C2H3F3O

The molecule C2H3F3O (the ωB97M-V functional and the def2-TZVPD basis, OMol25).

Calculated values
total charge: 0
SMILES string: OCC(F)(F)F
HOMO energy: -11.4 eV
2S+1: 1

Each line ends with the Mulliken charge.
Element x y z (Å)
C  0.425  0.426  -0.085  -0.458
C  -0.897  -0.309  0.002  0.841
H  2.222  -0.182  0.336  0.308
H  0.500  0.941  -1.020  0.298
H  0.422  1.204  0.725  0.286
O  1.419  -0.539  0.013  -0.493
F  -1.230  -0.753  1.183  -0.261
F  -0.964  -1.334  -0.836  -0.251
F  -1.896  0.546  -0.318  -0.269



b is preferred energetically. Next in line: 109.8 kJ/mol higher.